# C3H8N3S

A gas-phase ion, C3H8N3S (charge +1) at a distorted geometry (ωB97M-V/def2-TZVPD, the Open Molecules 2025 dataset).

XYZ file:
```
15
Properties=species:S:1:pos:R:3:mulliken_charge:R:1
C 1.94020 -1.77706 0.90116 -0.294
C 0.59906 0.78250 0.99859 0.244
C -0.09473 -0.43592 -1.78193 -0.510
N 0.89569 -1.47528 0.26150 -0.584
N 0.50523 -0.11990 -0.08332 0.118
N -0.03111 2.21018 0.56105 -0.405
S 0.90702 0.73676 2.54585 -0.224
H 2.75099 -1.20177 1.27705 0.366
H 1.92207 -2.80331 1.20227 0.271
H 0.85605 -0.56610 -2.29597 0.301
H -0.84232 0.35167 -2.12980 0.314
H -0.52004 -1.46166 -1.60515 0.305
H 0.50056 2.97496 1.07416 0.388
H -1.02029 2.13317 0.85030 0.364
H -0.04450 2.48821 -0.42522 0.345
```

Computed properties:
SMILES: C=NN(C)C([NH3+])=S
total charge: +1
HOMO-LUMO gap: 8.934 eV
max |F|: 4.6 eV Å⁻¹
energy relative to the best compared isomer or geometry (same formula, charge and spin): 94.3 kcal/mol